# 1
Computed, not measured: C25H26N4O7PdS as an isolated structure, with wB97M-V/def2-TZVPD.

Output
Highest occupied orbital energy in eV: -7.332

Geometry as XYZ:
```
64
C25H26N4O7PdS, DFT wB97M-V/def2-TZVPD
Pd -0.83 -0.04 -2.28
C -3.57 3.03 -3.28
C -3.05 1.65 -2.97
O -1.78 1.55 -3.00
C -3.96 0.65 -2.70
C -3.66 -0.71 -2.42
C -4.79 -1.70 -2.29
N -2.44 -1.13 -2.25
N -2.21 -2.47 -1.95
C -0.99 -2.67 -1.60
O -0.05 -1.74 -1.60
C -0.58 -4.03 -1.18
C 0.76 -4.31 -0.95
C 1.15 -5.58 -0.54
C 0.21 -6.58 -0.37
C -1.14 -6.30 -0.60
C -1.53 -5.04 -1.00
H -2.84 3.56 -3.89
H -3.70 3.59 -2.35
H -4.53 3.00 -3.79
H -5.01 0.90 -2.75
H -5.74 -1.22 -2.49
H -4.79 -2.14 -1.29
H -4.64 -2.53 -2.99
H 1.49 -3.53 -1.09
H 2.20 -5.79 -0.37
H 0.51 -7.57 -0.05
H -1.88 -7.08 -0.46
H -2.57 -4.81 -1.18
O -0.59 0.77 2.23
C -1.18 0.03 1.55
O -1.78 -0.68 0.86
C -2.16 3.05 0.56
O -2.91 3.15 1.44
O -1.40 2.95 -0.31
C 0.94 4.37 1.98
C 2.19 4.25 1.12
C 2.00 3.35 -0.09
N 1.82 1.97 0.37
C 1.51 0.95 -0.41
S 1.23 1.18 -2.07
N 1.34 -0.29 0.15
C 1.60 -0.75 1.45
O 0.97 -1.69 1.88
C 2.68 -0.10 2.24
C 3.94 0.12 1.68
C 4.94 0.69 2.45
C 4.68 1.06 3.77
C 3.43 0.83 4.32
C 2.43 0.24 3.57
H 1.11 5.02 2.84
H 0.62 3.40 2.37
H 0.11 4.78 1.41
H 3.03 3.88 1.71
H 2.48 5.24 0.75
H 2.86 3.39 -0.76
H 1.12 3.64 -0.67
H 1.95 1.81 1.36
H 0.82 -0.96 -0.44
H 4.12 -0.15 0.65
H 5.92 0.86 2.03
H 5.46 1.51 4.37
H 3.23 1.11 5.35
H 1.45 0.04 3.99
```

***

# 2
Computed, not measured: one molecule with the formula C25H26N6O3S in a non-equilibrium geometry, with wB97M-V/def2-TZVPD.

Output
Structure (SMILES): [H]/N=C1/C(=C\c2cc(C)n(Cc3ccccc3)c2C)C(=O)N=C2SC(CC(=O)N3CCOCC3)=NN21
Highest occupied orbital energy in eV: -7.849

Geometry as XYZ:
```
61
C25H26N6O3S, DFT wB97M-V/def2-TZVPD
C 4.38 -3.90 -0.60
C 3.49 -2.72 -0.78
C 2.68 -2.38 -1.82
C 2.02 -1.17 -1.48
C 2.52 -0.78 -0.23
N 3.40 -1.73 0.17
C 4.16 -1.71 1.39
C 5.58 -1.23 1.20
C 5.96 -0.49 0.09
C 7.26 -0.05 -0.06
C 8.21 -0.35 0.91
C 7.84 -1.09 2.02
C 6.54 -1.53 2.17
H 6.25 -2.11 3.03
H 8.57 -1.33 2.78
H 9.23 -0.01 0.80
H 7.54 0.52 -0.93
H 5.23 -0.25 -0.68
H 3.65 -1.06 2.11
H 4.18 -2.72 1.81
C 2.34 0.50 0.49
H 1.99 1.26 -0.21
H 1.57 0.39 1.25
H 3.26 0.84 0.95
C 1.10 -0.52 -2.33
C 0.01 0.28 -2.07
C -0.64 0.38 -0.78
N -0.35 -0.32 0.24
H -0.96 -0.15 1.04
N -1.73 1.28 -0.76
C -2.17 1.90 -1.89
N -1.68 1.78 -3.06
C -0.58 0.95 -3.26
O -0.12 0.82 -4.37
S -3.56 2.90 -1.49
C -3.40 2.32 0.18
N -2.43 1.52 0.36
C -4.32 2.76 1.25
H -5.29 3.03 0.83
H -3.91 3.65 1.74
C -4.46 1.70 2.35
O -4.08 1.92 3.48
N -5.05 0.54 2.00
C -5.48 0.12 0.69
H -6.54 -0.17 0.75
C -4.66 -1.10 0.26
O -4.78 -2.14 1.19
C -4.33 -1.73 2.47
H -3.26 -1.46 2.42
C -5.14 -0.54 2.97
H -6.19 -0.82 3.09
H -4.75 -0.17 3.92
H -4.46 -2.59 3.13
H -3.60 -0.81 0.15
H -5.02 -1.50 -0.69
H -5.38 0.92 -0.05
H 1.28 -0.67 -3.40
H 2.51 -2.95 -2.71
H 4.37 -4.50 -1.51
H 5.41 -3.59 -0.41
H 4.05 -4.52 0.23
```